Entry from OMol25: a cluster of 7 separate species, C56H117N6O8 in total (ωB97M-V/def2-TZVPD).

```
187
Properties=species:S:1:pos:R:3:forces:R:3
C -0.3238 -0.0242 0.6013 -1.0 -1.1 -0.9
C 0.2361 0.6738 1.8245 0.4 0.2 1.4
O 0.4334 0.0298 2.8563 0.1 -2.7 0.8
O 0.4254 1.8875 1.8270 0.0 2.4 -2.1
H 0.3338 -0.3397 -0.2087 0.7 0.9 -0.1
H -1.1497 0.5419 0.1707 0.1 0.4 -0.4
H -0.7540 -1.0107 0.7742 -0.2 -0.1 0.9
C -2.7396 -0.8420 4.7517 2.9 -0.5 0.4
C -1.6834 -1.6960 5.6087 0.8 0.4 0.9
C -1.2373 -2.9156 4.7459 -0.6 1.5 0.4
C 0.0283 -3.6568 5.1404 -1.1 2.0 0.0
C 1.1288 -2.6151 5.3139 1.5 -0.6 -1.4
C 0.8857 -1.4690 6.2863 -0.5 1.0 1.3
N -0.4543 -0.8250 5.9983 -0.1 -1.8 -3.4
O -0.8028 0.2495 6.8084 0.0 -1.0 0.4
C 0.8533 -2.0094 7.7205 0.0 -0.1 1.1
C 2.0628 -0.3785 6.2362 -0.3 -1.5 -0.3
C -2.4906 -2.2916 6.8103 -1.5 0.2 0.0
H -3.4246 -1.5379 4.2673 -0.5 0.2 0.5
H -2.1440 -0.4102 3.9475 0.0 0.2 -0.1
H -3.1055 -0.0126 5.3568 -0.6 -0.3 -0.1
H -2.1019 -3.5771 4.8010 -0.1 -0.2 -0.5
H -1.0907 -2.4845 3.7555 -0.1 -0.3 -0.3
H 0.1314 -4.2865 4.2567 0.9 -0.6 0.6
H -0.1442 -4.1430 6.1007 0.2 -0.6 -0.2
H 1.5456 -2.2364 4.3806 -1.3 0.7 -0.7
H 2.0427 -3.1938 5.4483 0.3 0.0 1.7
H 0.0350 -2.6753 7.9948 -0.2 -0.4 -0.7
H 1.7741 -2.5097 8.0201 0.2 0.0 -0.2
H 0.6886 -1.2289 8.4634 0.3 0.5 -0.1
H 1.9209 0.4669 6.9094 -0.5 0.1 -0.5
H 2.9881 -0.8281 6.5966 0.0 -0.6 0.3
H 2.3412 -0.1351 5.2109 -0.7 0.6 -0.1
H -2.3193 -3.2800 7.2367 1.0 0.0 -0.2
H -3.4963 -2.4120 6.4076 -0.2 -0.3 -0.4
H -2.8149 -1.6633 7.6399 0.8 0.6 0.3
H -1.1758 -0.2843 7.5137 -0.4 0.8 1.2
C 2.9739 -3.0408 -3.3283 -1.4 0.6 1.3
C 1.7349 -3.7089 -2.4476 0.7 0.4 -1.9
C 0.3934 -3.6127 -3.3260 1.7 -0.3 -0.2
C 0.1814 -4.6728 -4.4276 0.8 -1.0 1.3
C 0.5725 -6.0902 -3.8620 0.2 1.0 -0.5
C 2.0323 -6.1599 -3.2284 -1.7 0.4 -2.0
N 2.0902 -5.0932 -2.2376 0.0 -1.0 2.0
O 3.3605 -5.1634 -1.5035 -0.7 0.0 -0.9
C 2.1831 -7.5248 -2.5580 0.6 -0.6 1.0
C 3.0940 -6.0573 -4.4170 0.3 -0.9 1.7
C 1.5905 -2.9197 -1.0773 -0.1 -0.9 -1.4
H 3.9035 -3.2058 -2.7837 -0.1 -0.1 -0.1
H 2.8138 -1.9640 -3.3826 0.0 0.2 0.3
H 3.0996 -3.3151 -4.3757 -0.4 -0.7 0.2
H -0.5454 -3.6922 -2.7778 0.4 0.8 0.7
H 0.6432 -2.6589 -3.7906 -1.2 0.4 0.0
H 0.6976 -4.4915 -5.3703 0.2 0.2 0.1
H -0.8847 -4.7125 -4.6511 0.0 0.1 -0.2
H 0.4353 -6.7262 -4.7365 0.6 -0.6 0.1
H -0.1852 -6.4284 -3.1552 0.1 0.2 0.4
H 1.7180 -7.7259 -1.5929 -1.2 0.9 -0.1
H 1.8458 -8.3453 -3.1914 0.2 0.1 -0.3
H 3.1799 -7.7320 -2.1687 0.7 0.1 -1.0
H 3.9335 -5.5868 -3.9052 0.3 0.2 -0.6
H 3.4140 -7.0784 -4.6243 0.0 -0.1 -0.1
H 2.8768 -5.6286 -5.3953 -0.5 0.5 0.5
H 1.3265 -1.8875 -1.3071 0.5 0.1 0.0
H 2.5152 -3.0387 -0.5125 0.0 0.5 -0.1
H 0.7734 -3.2666 -0.4449 -0.1 -0.4 -0.2
H 3.0716 -5.3541 -0.6081 -0.1 -0.1 0.1
C 3.4614 4.4027 -1.5466 0.3 -0.3 -1.5
C 3.0791 4.0052 -3.0392 1.8 1.4 0.3
C 3.4076 2.5029 -3.0620 -2.1 -1.4 -1.3
C 2.2263 1.5786 -2.5209 -0.3 0.4 -0.6
C 0.8368 1.9753 -3.1515 2.8 1.2 0.9
C 0.6055 3.4998 -2.9809 -2.4 -0.9 1.3
N 1.6999 4.3125 -3.4522 0.7 -1.6 -1.3
O 1.3910 5.6783 -3.4750 0.4 -0.4 0.1
C -0.6668 3.7150 -3.8693 1.2 1.0 0.3
C 0.1797 3.8080 -1.4963 -0.1 0.9 -0.6
C 4.0843 4.6920 -4.1439 -1.1 -0.6 0.7
H 4.4978 4.7214 -1.6574 0.1 0.0 0.6
H 3.4334 3.4339 -1.0479 -0.1 0.6 0.8
H 2.8976 5.1775 -1.0269 -0.1 -0.1 -0.1
H 3.5579 2.2565 -4.1131 -0.4 -0.3 -0.4
H 4.3749 2.1777 -2.6790 0.0 0.7 0.8
H 2.1062 1.5382 -1.4383 0.2 0.6 0.2
H 2.4016 0.5280 -2.7522 0.4 0.0 -0.3
H 0.0410 1.4753 -2.5995 -0.1 -0.2 -0.5
H 0.9066 1.8003 -4.2251 -0.4 -0.4 0.0
H -1.3990 2.9293 -3.6832 0.1 0.1 -0.1
H -1.0961 4.7001 -3.6868 -0.2 0.0 0.1
H -0.2942 3.7385 -4.8934 -0.3 -0.3 -0.2
H -0.8036 3.4212 -1.2286 0.2 -0.8 -0.1
H 0.9055 3.6254 -0.7039 -0.1 -0.4 -0.1
H -0.0729 4.8673 -1.4484 0.3 0.5 0.0
H 3.8542 4.2274 -5.1027 -0.4 0.2 -0.1
H 5.1505 4.4932 -4.0353 0.0 -0.3 0.8
H 4.0074 5.7750 -4.2397 -0.4 0.0 0.2
H 1.4358 5.9404 -2.5526 -0.1 0.4 0.5
C 4.1229 0.2640 2.2158 1.2 0.4 0.0
C 5.4834 0.9138 1.8115 -1.1 1.4 -0.7
C 5.3418 1.3596 0.3533 1.5 1.5 -1.7
C 6.5088 2.2865 -0.1195 0.4 0.6 1.6
C 6.6867 3.5345 0.8169 -1.5 -0.6 -0.8
C 6.7243 3.1888 2.3108 1.6 0.5 -0.8
N 5.5995 2.2596 2.5561 0.3 -0.5 0.1
O 5.5720 1.9907 3.9693 0.1 0.1 -0.4
C 8.1606 2.6350 2.6221 -0.6 -1.2 1.1
C 6.6018 4.5753 3.1221 -0.4 -2.0 -0.6
C 6.6714 -0.0729 1.9681 -1.1 0.9 0.2
H 4.2016 0.1984 3.3009 -0.5 -1.0 -0.1
H 4.0803 -0.6511 1.6251 0.0 -0.5 0.7
H 3.1881 0.7566 1.9483 0.3 0.8 0.1
H 5.3035 0.6358 -0.4608 -0.1 -1.0 0.6
H 4.4583 1.9653 0.1517 -0.3 -0.1 0.7
H 6.4196 2.5417 -1.1754 -0.3 0.3 0.0
H 7.5051 1.8490 -0.0552 0.0 -0.8 -0.1
H 5.8037 4.1719 0.7712 0.0 0.3 -0.7
H 7.5762 4.0519 0.4575 0.0 0.3 0.4
H 8.0208 1.8894 3.4047 0.1 0.3 0.7
H 8.6694 1.9783 1.9164 -0.3 0.5 -0.9
H 8.8795 3.3705 2.9830 -0.2 0.2 -0.1
H 5.5718 4.9233 3.2004 -0.1 -0.2 -0.1
H 6.9893 4.3735 4.1208 0.1 0.4 0.0
H 7.1556 5.3287 2.5619 0.3 -0.1 0.3
H 6.9782 -0.1282 3.0126 0.2 0.1 -0.1
H 7.4442 0.3224 1.3088 0.3 -0.6 0.3
H 6.3036 -1.0567 1.6766 0.3 0.0 -0.2
H 4.6397 2.1513 4.1327 -0.2 0.0 0.4
C -3.2097 3.4997 0.3576 -1.4 0.0 1.7
C -4.5061 3.1982 1.2741 1.3 -0.5 -0.3
C -5.7117 3.5298 0.3731 -0.4 0.2 1.4
C -6.9621 2.8774 0.9588 -0.8 1.8 0.0
C -6.8154 1.3974 1.0123 0.9 0.3 -0.4
C -5.5471 0.8358 1.7105 0.0 0.1 0.8
N -4.4087 1.7188 1.4376 -0.7 -0.2 -1.5
O -3.2085 1.3099 2.0638 -0.9 0.2 0.5
C -5.8558 0.6750 3.1994 -0.4 -0.4 -0.1
C -5.3815 -0.6131 1.1195 0.2 0.8 0.0
C -4.6115 3.9454 2.7144 1.1 -0.1 -0.9
H -3.2922 4.5662 0.1485 0.8 0.0 -0.2
H -3.2566 2.8958 -0.5487 -0.5 0.2 -0.2
H -2.3032 3.1488 0.8507 0.2 0.8 0.2
H -5.8896 4.6040 0.3227 0.3 0.2 0.3
H -5.5524 3.2771 -0.6751 0.1 -0.6 0.1
H -7.7966 3.2233 0.3489 -0.3 -0.7 -0.8
H -7.3669 3.3403 1.8588 1.0 0.0 0.8
H -6.6535 1.2546 -0.0561 -0.6 -1.3 -0.2
H -7.6851 0.9483 1.4920 -0.1 -0.4 -0.6
H -6.7395 0.0370 3.1884 0.0 -0.3 0.5
H -5.0331 0.1697 3.7054 -0.1 0.2 0.1
H -6.1704 1.5787 3.7215 0.3 0.2 -0.1
H -5.2510 -0.4662 0.0474 -0.1 -0.4 -0.1
H -4.5891 -1.2595 1.4967 0.5 0.6 0.2
H -6.2731 -1.1959 1.3511 -0.4 0.2 -0.3
H -3.6858 4.4422 3.0049 0.5 -0.4 -0.3
H -4.7895 3.2241 3.5120 -0.2 0.0 -0.2
H -5.2841 4.7965 2.8208 -0.7 -0.3 -0.5
H -2.6404 1.0670 1.3290 0.3 -0.1 0.0
C -4.9710 1.6895 -3.5623 0.4 -1.4 -0.6
C -4.2646 0.3566 -3.8010 0.8 -0.7 -0.7
C -3.1912 0.1554 -2.7366 0.4 -1.3 1.2
C -2.5063 -1.2394 -2.6438 -0.2 0.0 -0.8
C -3.5570 -2.3257 -2.5582 -1.3 -0.2 0.7
C -4.6954 -2.2378 -3.6132 2.4 0.6 -1.2
N -5.1721 -0.8454 -3.8576 0.9 0.3 3.0
O -6.2401 -0.7551 -4.7313 0.1 0.0 -1.2
C -4.0769 -2.8455 -4.9330 -1.0 -0.4 0.0
C -5.7711 -3.1679 -3.1513 -2.3 0.0 -0.6
C -3.5222 0.5528 -5.1671 -0.8 -1.7 0.8
H -5.5615 1.7121 -2.6464 -0.2 0.2 -0.2
H -5.4874 1.7601 -4.5196 -0.8 0.9 0.4
H -4.1223 2.3733 -3.5506 -0.5 0.5 0.2
H -2.4074 0.9085 -2.8178 -0.1 0.2 -0.3
H -3.6041 0.2869 -1.7364 -0.4 0.3 0.1
H -1.7808 -1.2562 -1.8305 -0.3 0.0 0.3
H -1.8892 -1.4604 -3.5147 0.0 0.2 -0.4
H -4.0494 -2.4368 -1.5921 -0.1 1.1 0.5
H -3.2440 -3.3691 -2.5933 0.9 0.0 -0.7
H -4.3425 -3.9022 -4.9022 0.3 -0.2 -0.2
H -4.5626 -2.4578 -5.8284 -0.1 0.2 0.0
H -3.0011 -2.7763 -5.0940 0.0 0.3 0.4
H -5.4816 -4.2091 -3.0090 0.4 0.2 0.1
H -6.3967 -2.8498 -2.3173 0.7 0.3 0.6
H -6.5410 -3.1829 -3.9227 0.0 -0.3 -0.5
H -2.7808 -0.2460 -5.1470 0.5 0.4 -0.5
H -3.1245 1.5595 -5.2954 0.1 -0.3 -0.2
H -4.2605 0.2341 -5.9030 0.1 0.6 -0.5
H -7.0372 -0.6508 -4.2066 0.0 0.1 0.3
```
Positions in Å, forces in eV/Å.

Computed properties:
**Charge**: -1
**Energy above the lowest of the compared OMol25 structures with the same formula, charge and spin**: 595.8 kJ/mol
**HOMO-LUMO gap**: 6.4 eV
**Highest occupied orbital energy**: -4.3410 eV

Entry from OMol25: the ion C3H7N2O2 with charge +1 (ωB97M-V/def2-TZVPD).

```
14
Properties=species:S:1:pos:R:3:forces:R:3
C -0.5877 1.1660 0.4217 1.4 -1.9 1.4
C 0.2690 -1.0194 0.4517 1.7 -1.6 2.6
C -0.3271 -0.2337 -1.6727 -2.6 2.4 -0.8
N -0.0515 1.4358 1.5958 -1.6 3.3 -0.7
N -0.3133 -0.0516 -0.2123 1.9 -1.1 0.6
O 0.6739 0.7282 2.3146 0.0 -0.2 0.2
O 0.8451 -1.9906 -0.2141 -0.4 0.3 -0.9
H -1.0267 1.8012 -0.2529 -1.2 2.2 -0.5
H 0.3857 -1.0728 1.6020 -0.6 0.6 -2.2
H 0.0898 0.5350 -2.3156 0.6 0.8 0.9
H -1.4082 -0.1271 -1.9487 0.8 -1.2 -0.1
H 0.2342 -1.0762 -1.9156 -0.1 -1.7 -0.5
H -0.3037 2.4629 1.9562 0.7 -2.4 -0.8
H 1.5206 -2.5577 0.1898 -0.5 0.3 0.7
```
Positions in Å, forces in eV/Å.

Computed properties:
**Charge**: +1
**Energy above the lowest of the compared OMol25 structures with the same formula, charge and spin**: 347.7 kJ/mol
**HOMO-LUMO gap**: 9.2 eV
**SMILES**: C[N+](/C=[NH+]\[O-])=C\O
**Highest occupied orbital energy**: -13.8280 eV

Entry from OMol25: a cluster of 13 separate species, C20H66N12O13 in total (ωB97M-V/def2-TZVPD).

```
111
Properties=species:S:1:pos:R:3:forces:R:3
C -12.5928 3.8433 20.8735 1.0 -0.5 2.6
C -11.6411 2.9529 20.0986 -1.2 2.8 -1.0
O -12.4248 2.5369 19.0182 0.7 -3.1 -0.8
H -13.6054 3.4387 20.9261 0.2 -0.1 -0.2
H -12.5429 4.7583 20.3496 -0.5 1.4 -0.3
H -12.2842 4.0081 21.9475 -0.2 0.0 -1.1
H -11.1391 2.2250 20.6572 0.2 -1.9 0.5
H -10.8573 3.5686 19.6605 0.5 0.3 0.4
H -12.9717 3.2232 18.6551 -0.3 0.9 0.1
C -10.0363 3.2234 16.0692 0.9 -2.6 -1.1
C -9.5004 2.7169 17.3903 3.0 0.6 -1.8
O -8.7057 3.7100 18.0223 -0.2 -0.4 0.6
H -9.2995 3.6834 15.4006 0.0 -0.1 0.3
H -10.7967 3.9012 16.3052 -1.4 1.2 -0.1
H -10.4585 2.3008 15.5258 0.3 1.5 0.7
H -8.8766 1.8339 17.2981 0.0 -0.3 -0.6
H -10.3188 2.4310 17.9193 -2.5 -0.7 2.0
H -8.4181 3.3127 18.9019 -0.7 1.1 -1.3
C -15.6660 5.8574 23.8876 1.3 1.7 -3.3
C -15.2626 4.7068 22.9369 1.6 0.6 0.8
O -16.2341 3.7265 23.1240 -0.4 -2.6 0.1
H -16.5532 6.3642 23.4301 0.4 -0.4 0.8
H -14.8273 6.6019 23.8316 -0.8 -0.5 0.3
H -15.8031 5.5644 24.8937 -0.3 -0.5 0.9
H -14.2322 4.3401 23.1511 -0.8 0.1 0.5
H -15.1050 4.9725 21.8623 -0.9 0.3 0.6
H -15.8362 2.8953 23.4929 -0.4 1.3 -0.7
C -12.1955 0.7314 22.6729 1.6 -0.1 0.0
C -13.0441 0.2718 21.4882 -1.7 -1.5 3.6
O -14.2513 1.0379 21.5325 0.1 1.0 -0.4
H -11.2420 0.1702 22.7565 -0.2 0.4 -0.7
H -12.5426 0.5651 23.6627 -1.4 -0.4 0.7
H -11.9540 1.8101 22.7017 -0.1 -0.5 -0.6
H -13.5056 -0.7471 21.6824 1.5 0.5 -0.2
H -12.4407 0.2241 20.6293 0.2 0.5 -1.6
H -14.5671 1.1462 20.6349 0.2 0.3 -0.1
C -8.5279 3.6622 23.9709 -0.1 -3.2 1.0
C -9.6786 3.4784 23.0651 -1.9 0.9 0.7
O -9.5394 4.4537 22.0557 -0.9 0.7 -0.9
H -8.7029 2.9769 24.7968 0.1 0.2 0.7
H -8.3366 4.6191 24.3130 0.0 2.0 0.7
H -7.6199 3.2762 23.5636 0.7 -0.1 -0.8
H -10.7034 3.5456 23.6008 1.6 0.2 -0.7
H -9.6855 2.5293 22.5683 0.2 -0.8 -0.1
H -10.0938 5.2197 22.2830 0.5 -0.8 -0.4
C -10.9798 -1.6691 19.3234 0.0 -1.7 2.2
C -10.6311 -0.5213 18.4882 -1.6 -0.1 -3.2
O -9.2574 -0.4911 18.1789 0.8 0.5 0.6
H -10.3908 -1.5995 20.2765 -0.4 -0.2 -0.7
H -10.7083 -2.6199 18.8188 -0.1 0.5 0.3
H -12.0441 -1.7509 19.6365 0.6 0.3 -0.6
H -11.0255 0.4273 18.8479 0.2 0.1 0.2
H -11.0685 -0.6726 17.4648 -0.4 0.3 0.9
H -8.9900 0.2935 18.6561 0.4 -0.1 -0.1
C -17.2272 5.2268 19.6753 0.0 -0.4 2.2
C -16.8672 3.8131 20.1121 4.0 1.9 1.4
O -17.1960 2.9127 19.1548 -3.7 -2.0 -1.6
H -18.3191 5.2370 19.8459 0.3 0.7 -0.3
H -16.9790 5.4996 18.6783 0.3 0.1 -0.9
H -16.7043 5.8830 20.3980 -0.6 0.1 -0.5
H -17.3668 3.6521 21.0505 0.0 -0.5 0.5
H -15.7069 3.5898 20.2671 -2.3 1.0 0.0
H -18.1907 2.8838 19.1496 1.3 -0.3 -0.4
C -13.3181 7.6408 19.9106 -6.9 -4.2 4.6
O -14.2157 7.2001 20.8968 5.1 2.9 -5.1
N -13.1154 6.8893 18.8309 -3.0 -0.7 -4.5
N -12.4554 8.6332 20.0047 0.0 6.2 3.0
H -13.6220 5.9633 18.6105 0.1 1.0 1.1
H -13.1410 7.3602 17.8714 0.6 -0.3 1.9
H -12.4978 9.2279 20.9418 -0.3 -1.8 -2.5
H -12.1812 9.2666 19.2249 -0.6 -1.1 0.4
C -11.6447 6.1721 23.5010 -4.0 -2.8 6.9
O -12.5288 5.4977 24.3214 4.5 2.6 -4.0
N -10.3877 6.3995 23.9129 3.8 0.4 0.2
N -12.0061 6.8589 22.4903 -1.4 2.0 -4.8
H -10.1076 5.9208 24.7803 -0.2 0.4 -0.9
H -9.5681 6.8253 23.2966 -2.7 -1.3 1.9
H -12.9143 6.7137 22.0162 0.4 -0.1 1.0
H -11.3036 7.2371 21.7963 -1.0 -1.1 1.6
C -14.7153 4.0056 16.8885 3.1 2.5 2.9
O -14.0453 4.3917 18.0322 -3.3 -1.3 -4.5
N -15.8120 3.2977 16.8740 -1.7 -1.3 -2.7
N -14.1891 4.3827 15.6996 2.4 1.2 1.7
H -16.4267 3.2513 17.6825 0.1 -0.3 0.2
H -16.1759 2.8876 15.9305 1.0 1.2 2.6
H -13.3621 5.0002 15.8587 -1.0 -1.1 -0.6
H -14.6712 4.4883 14.8444 -0.7 -0.1 -0.6
C -9.8269 6.4346 19.6183 8.2 -6.1 -1.5
O -8.5519 5.8809 19.7360 -6.1 3.2 -0.1
N -10.7123 6.0471 18.7165 -1.8 0.2 -1.2
N -10.3047 7.3258 20.4017 -1.0 5.4 3.1
H -10.6355 5.1674 18.2591 0.9 -0.5 -0.3
H -11.7213 6.4340 18.7872 2.7 -1.2 -0.1
H -9.6866 7.7962 21.0985 -0.3 -0.6 -1.4
H -11.1889 7.9118 20.0429 3.0 -1.5 1.3
C -8.0794 1.4736 20.3669 -9.7 -0.2 8.0
O -9.0071 0.7221 20.9444 3.1 2.6 -1.6
N -8.0143 2.7716 20.4447 -1.5 6.6 3.1
N -7.3337 1.0951 19.5162 9.6 -6.9 -9.0
H -8.7647 3.3741 20.9253 1.5 -1.1 -0.7
H -7.1623 3.3407 20.2877 -0.8 -0.9 0.1
H -7.2635 0.0755 19.3424 0.1 1.0 0.2
H -6.5785 1.6691 19.0757 -1.4 -0.8 0.6
C -14.7953 -0.0294 18.7735 4.3 -4.9 -4.9
O -13.8597 -0.5917 17.8806 -4.5 3.5 4.1
N -15.1833 1.2248 18.7750 0.1 2.0 -0.5
N -15.3635 -0.9242 19.5864 -0.9 0.2 0.9
H -14.7514 1.8206 18.0755 0.2 -0.6 0.5
H -15.9574 1.7064 19.2581 0.4 -1.3 -0.3
H -15.1870 -1.8784 19.3639 0.2 -0.3 0.0
H -16.0332 -0.6913 20.3091 0.2 0.0 -0.2
```
Positions in Å, forces in eV/Å.

Computed properties:
**Energy above the lowest of the compared OMol25 structures with the same formula, charge and spin**: 1118.5 kJ/mol
**HOMO-LUMO gap**: 7.6 eV
**Highest occupied orbital energy**: -8.3369 eV

Which of these has the lowest energy above the lowest of the compared OMol25 structures with the same formula, charge and spin?
C3H7N2O2

HOMO-LUMO gap of number 1 (C56H117N6O8)?
6.4 eV

Look up the highest occupied orbital energy of the third one.
-8.3369 eV